(1)
{"formula": "C9H8N2O3", "method": "wB97M-V/def2-TZVPD", "elements": ["O", "N", "O", "C", "N", "C", "C", "C", "C", "C", "C", "C", "C", "O", "H", "H", "H", "H", "H", "H", "H", "H"], "positions_angstrom": [[-4.053876, 0.376606, 0.569667], [-3.418599, -0.533287, 0.140339], [-3.716855, -1.703712, 0.066242], [-2.060354, -0.189736, -0.531204], [-1.015501, -0.793053, 0.159164], [0.361363, -0.510931, 0.046078], [1.164090, -1.613400, -0.045944], [2.518062, -1.567651, 0.014101], [3.131618, -0.364919, 0.202213], [2.385303, 0.778413, 0.370273], [1.003655, 0.719220, 0.327779], [0.303167, 2.014197, 0.268734], [-0.961250, 2.133517, -0.174321], [-1.951747, 1.214058, -0.576634], [-2.461685, -0.605690, -1.582125], [-1.360703, -1.716641, 0.375703], [0.838116, -2.652196, -0.288399], [3.042589, -2.396500, -0.096466], [4.168788, -0.376477, 0.177985], [2.654924, 1.827486, 0.521467], [0.931297, 2.966532, 0.455809], [-1.502409, 2.994172, -0.400458]], "atomic_forces_ev_per_a": [[-0.8796, 0.1654, 0.5473], [1.0844, 0.5495, 0.1838], [-0.2266, -0.4281, 0.2479], [-0.4656, 1.8153, -2.1005], [-1.3844, -0.0441, 0.1576], [-0.2013, -0.3767, 1.0225], [-0.2848, -2.5738, -0.9586], [-1.5783, 3.5358, 0.5164], [-0.0372, 0.6545, 0.2218], [-0.8399, 0.5936, 0.0909], [-1.2194, 0.2813, -0.9571], [-0.3883, 0.4935, -0.1561], [0.0387, -1.6625, 0.2014], [0.1295, -1.0270, -0.5170], [1.8783, 0.9958, 1.4961], [1.0852, -0.4640, 0.1953], [-0.7272, 1.1049, 0.3871], [2.3863, -3.6270, -0.5052], [1.8558, 0.4230, 0.1591], [1.1812, -0.6909, -0.0678], [-1.4241, -1.6670, -0.3266], [0.0174, 1.9484, 0.1617]], "homo_lumo_gap_ev": 8.89, "smiles": "O=[N+]([O-])[C@@H]1Nc2ccccc2C=CO1", "total_charge": 0, "lumo_ev": 0.38, "relative_energy_kj_mol": 359.8, "multiplicity": 1}



(2)
{"formula": "C2HCl2NO2", "method": "wB97M-V/def2-TZVPD", "elements": ["C", "C", "N", "O", "O", "H", "Cl", "Cl"], "positions_angstrom": [[0.548827, 0.834372, 1.188626], [0.939480, -0.025095, 0.430341], [1.234765, -1.024937, -0.414563], [2.361897, -1.483991, -0.215870], [0.387641, -1.438222, -1.132305], [0.331723, 1.665922, 1.860621], [-2.727460, 0.835075, -1.876495], [-3.076873, 0.636876, 0.159648]], "atomic_forces_ev_per_a": [[0.7150, -0.4120, -0.6291], [-1.7210, 3.6505, 2.6052], [2.3235, -1.5595, 1.0891], [-0.2649, -0.1348, -0.8431], [-1.1444, -0.7138, -1.6770], [0.0728, -0.8217, -0.5575], [-0.2400, -0.1521, 1.5569], [0.2590, 0.1435, -1.5443]], "homo_lumo_gap_ev": 9.31, "smiles": "C#C[N+](=O)[O-].ClCl", "total_charge": 0, "lumo_ev": -1.69, "relative_energy_kj_mol": 334.9, "multiplicity": 1}



(3)
{"formula": "C26H27N8O4OsS", "method": "wB97M-V/def2-TZVPD", "elements": ["Os", "N", "C", "N", "C", "N", "C", "C", "N", "C", "C", "N", "H", "H", "H", "H", "H", "C", "N", "C", "C", "S", "N", "C", "C", "H", "H", "H", "H", "H", "H", "H", "H", "H", "H", "H", "H", "C", "C", "C", "C", "C", "C", "H", "H", "H", "H", "H", "O", "C", "N", "C", "O", "C", "C", "C", "C", "C", "C", "H", "H", "H", "H", "O", "C", "O", "H"], "positions_angstrom": [[0.252738, -0.972467, 0.500305], [-0.904363, -5.056517, 0.593741], [-1.162941, -3.816894, 0.177056], [-0.157407, -3.055083, 0.555534], [0.670515, -3.885513, 1.238559], [0.260905, -5.124190, 1.264792], [1.844081, -3.292963, 1.826079], [2.830027, -4.056823, 2.429910], [3.927665, -3.516805, 2.934138], [4.032250, -2.202894, 2.820074], [3.043616, -1.420467, 2.240421], [1.916134, -1.948255, 1.751497], [-1.456586, -5.888789, 0.465863], [-2.040385, -3.500224, -0.362707], [2.709309, -5.131675, 2.493889], [4.929928, -1.739383, 3.209774], [3.175664, -0.354040, 2.192583], [-1.731123, 3.571291, 2.036412], [-0.721414, 2.581801, 2.410753], [-1.147646, 1.699521, 3.499038], [0.435733, 2.426832, 1.759523], [1.256088, 0.886776, 1.668017], [1.086926, 3.500283, 1.311776], [2.188190, 3.475150, 0.349414], [0.843010, 4.829976, 1.870211], [-2.674360, 3.043088, 1.886771], [-1.462940, 4.056175, 1.105197], [-1.876103, 4.315114, 2.821629], [-1.479146, 2.323410, 4.330647], [-0.323590, 1.072833, 3.822298], [-1.981398, 1.079859, 3.173278], [2.273108, 2.503993, -0.114803], [3.122500, 3.727827, 0.852240], [1.987086, 4.217917, -0.423964], [0.405997, 4.747704, 2.861621], [0.193080, 5.432288, 1.234095], [1.802984, 5.337602, 1.950035], [-0.407413, 2.951674, -2.395802], [0.748842, 2.188099, -2.471878], [0.951453, 1.122446, -1.602513], [-0.016197, 0.801577, -0.647282], [-1.174880, 1.566591, -0.578181], [-1.368677, 2.635471, -1.447236], [-0.564140, 3.775007, -3.081758], [1.505945, 2.421527, -3.211237], [1.865943, 0.548554, -1.676932], [-1.952611, 1.282852, 0.119427], [-2.289496, 3.206871, -1.402398], [-3.091685, -0.860584, -1.338368], [-2.057931, -1.195673, -1.851941], [-0.837757, -1.389645, -1.206327], [0.145535, -1.716200, -2.071556], [1.296846, -1.805182, -1.632988], [-0.436673, -1.861519, -3.426286], [0.113686, -2.213499, -4.639674], [-0.738178, -2.232261, -5.743019], [-2.084879, -1.910295, -5.616405], [-2.632021, -1.556680, -4.382326], [-1.786202, -1.536684, -3.297576], [1.163743, -2.460553, -4.730553], [-0.347812, -2.500407, -6.716352], [-2.718197, -1.933676, -6.493874], [-3.678603, -1.299985, -4.276916], [-0.515969, -2.197153, 3.244324], [-1.406153, -1.501562, 2.808362], [-1.388048, -0.804668, 1.698503], [-2.366606, -1.390903, 3.333063]], "atomic_forces_ev_per_a": [[0.3127, -0.6455, -0.8086], [-0.0377, 0.0216, -0.0265], [-0.0278, -0.0525, -0.0193], [-0.1149, 0.1916, 0.2814], [-0.2067, 0.1083, -0.2334], [0.0102, -0.0051, 0.0954], [0.2124, 0.0680, 0.2892], [-0.0186, -0.0235, -0.0389], [0.0591, -0.0822, 0.0337], [-0.0364, 0.0001, 0.0163], [-0.1512, 0.0042, -0.0587], [0.0753, -0.1791, -0.1220], [-0.0269, -0.0086, -0.0099], [0.0211, -0.0675, 0.0280], [0.0034, 0.0269, -0.0156], [-0.0306, 0.0316, -0.0180], [-0.0387, 0.0994, -0.0414], [0.0322, -0.0307, 0.0079], [-0.1170, -0.1220, 0.0469], [-0.1082, -0.0025, -0.1549], [0.0411, 0.0465, 0.0738], [0.4435, 0.1183, 0.2868], [-0.1217, 0.0084, 0.0535], [-0.0209, 0.0160, -0.0472], [0.0306, 0.0739, 0.0065], [0.0180, -0.0151, 0.0023], [-0.0072, -0.0179, -0.0358], [0.0349, 0.0056, -0.0177], [0.0532, 0.0444, -0.0108], [-0.0123, -0.0364, -0.0290], [0.0331, 0.0015, -0.0026], [-0.0135, -0.0191, 0.0535], [-0.0178, 0.0025, 0.0466], [-0.0114, -0.0048, 0.0362], [0.0115, -0.0086, -0.0173], [0.0332, -0.0217, -0.0034], [0.0052, -0.0281, 0.0152], [0.0096, 0.0579, -0.0496], [0.0064, -0.0644, -0.0212], [-0.1475, 0.1059, 0.0154], [-0.0257, 0.0802, -0.0296], [-0.1109, -0.1117, -0.0455], [-0.0170, -0.0053, 0.0171], [0.0022, -0.0229, 0.0237], [-0.0085, -0.0033, 0.0089], [0.0299, -0.0039, 0.0217], [-0.0322, 0.0216, 0.0399], [0.0151, -0.0383, 0.0214], [0.0521, -0.0424, -0.0599], [-0.0398, -0.0596, -0.1768], [-0.2550, 0.2106, 0.3647], [-0.2211, -0.0816, -0.1341], [0.1953, 0.2382, 0.2462], [0.0305, -0.0190, -0.0304], [0.0420, 0.0040, 0.0070], [-0.0084, -0.0084, -0.0241], [0.0033, -0.0026, 0.0065], [-0.0622, 0.0213, 0.0081], [0.0939, 0.0110, 0.0426], [-0.0305, 0.0035, -0.0061], [-0.0026, 0.0054, 0.0280], [0.0104, 0.0039, 0.0187], [0.0301, -0.0089, -0.0106], [0.1238, -0.0995, 0.1094], [-0.1409, 0.3507, -0.3839], [0.2078, -0.0612, 0.3133], [-0.0613, 0.0207, 0.0169]], "homo_lumo_gap_ev": 7.66, "total_charge": 1, "lumo_ev": -3.16, "relative_energy_kj_mol": 116.9, "multiplicity": 1}



Number 1: maximum force 4.4 eV/Å. Number 2: maximum force 4.8 eV/Å. Number 3: maximum force 1.1 eV/Å.